C19H19N5NiOSe2 | wB97M-V/def2-TZVPD

The geometry in XYZ format:
```
47
Properties=species:S:1:pos:R:3
Ni 0.28955 0.27626 0.56092
Se 2.63423 -2.34209 -0.13574
Se 3.76361 -0.52463 0.72561
C 3.23010 0.81262 -0.54892
C 4.24403 1.50582 -1.18987
C 3.90285 2.49488 -2.09960
C 2.56205 2.72908 -2.35047
C 1.61800 1.99082 -1.65984
N 1.93215 1.05393 -0.75315
C 1.24620 -2.48924 1.18811
C 1.05586 -3.74093 1.75915
C 0.16307 -3.88471 2.80460
C -0.47253 -2.75296 3.29604
C -0.23996 -1.54806 2.67333
N 0.56202 -1.41269 1.59751
H 5.27772 1.25805 -0.99306
H 4.67234 3.05453 -2.61403
H 2.24288 3.47068 -3.06861
H 0.56258 2.15750 -1.82107
H 1.63940 -4.57991 1.40630
H 0.00451 -4.85283 3.26032
H -1.12954 -2.79718 4.15262
H -0.70251 -0.64489 3.04739
C -2.46563 3.57679 -0.30293
C -2.02754 2.18795 0.04280
O -0.81568 1.89785 0.07456
N -2.98142 1.28375 0.28474
C -2.69073 -0.10706 0.61094
C -2.06264 -0.84525 -0.54359
C -2.82961 -1.59803 -1.41079
C -2.24096 -2.16975 -2.53053
C -0.89792 -1.94308 -2.76572
C -0.18066 -1.19192 -1.85300
N -0.73801 -0.68195 -0.74803
H -1.59862 4.22577 -0.37268
H -3.15071 3.96362 0.45144
H -2.98778 3.57127 -1.26103
H -3.94278 1.56224 0.16583
H -3.62518 -0.58177 0.90089
H -2.03561 -0.13308 1.47872
H -3.88534 -1.72776 -1.21453
H -2.83027 -2.76399 -3.21585
H -0.40182 -2.33722 -3.64086
H 0.86803 -0.98193 -1.99470
N 1.50559 1.87548 2.90718
C 1.05473 1.27563 2.03908
H 1.90196 2.40840 3.66052
```

Results
Gap between HOMO and LUMO (alpha / beta) (Ha): 0.288 / 0.288
Molar mass (g/mol): 550.0
Total charge: +2
Electronic energy (hartree): -7395.1416